45
Properties=species:S:1:pos:R:3:mulliken_spin:R:1 method="wB97M-V/def2-TZVPD" fmax_ev_per_a=1.36 s_squared=0.763 lumo_ha="-0.0200 / -0.1128" orbital_gap_ev="8.0 / 5.6" energy_ha=-6228.7556 spin_multiplicity=2
Sn -0.82 -0.87 -0.07 0.402
As -4.16 -1.45 0.44 0.008
Ge -1.57 2.05 -2.05 0.009
S 1.30 -1.63 -1.52 0.072
F -2.78 -2.31 1.18 0.018
F -4.93 -1.33 1.95 0.001
F -3.21 -1.53 -1.08 0.016
F -5.33 -0.50 -0.38 0.001
F -3.22 0.02 0.79 0.003
F -4.89 -2.94 0.04 0.001
N 0.22 -0.60 1.86 0.025
N 3.04 -0.20 -0.16 0.013
N -1.61 0.55 5.77 0.012
N 1.52 -2.57 5.55 0.012
N 3.52 -2.49 -0.47 0.011
C 0.01 -0.87 4.37 0.033
C -3.45 1.52 -2.24 -0.003
C -0.89 -0.08 5.13 -0.005
C 0.08 -0.73 3.02 -0.001
C 4.18 0.28 0.61 -0.001
C 2.76 -1.41 -0.61 0.021
C 0.85 -1.81 5.03 -0.005
C -1.40 4.03 -1.91 0.017
C 4.86 -2.65 0.08 -0.001
C -0.41 1.33 -3.47 -0.002
C -0.81 1.44 -0.33 0.344
H -1.67 4.49 -2.86 0.003
H -3.52 0.48 -2.53 0.001
H 5.62 -2.33 -0.63 0.001
H -3.94 2.13 -3.00 0.000
H 4.17 1.37 0.59 0.000
H -0.39 4.31 -1.65 0.000
H -0.41 0.24 -3.42 0.002
H -0.75 1.63 -4.46 0.000
H 4.97 -2.10 1.01 0.001
H 5.12 -0.06 0.17 0.001
H -1.43 1.71 0.53 -0.004
H 4.13 -0.04 1.65 0.001
H 0.22 1.76 -0.16 -0.004
H 2.30 0.46 -0.32 0.004
H -3.97 1.65 -1.30 0.000
H 3.14 -3.30 -0.95 -0.001
H 0.62 1.68 -3.34 0.000
H 5.01 -3.71 0.29 0.000
H -2.08 4.40 -1.15 -0.001